Entry from OMol25: a cluster of 2 separate species, C25H41B2F4NO10 in total (ωB97M-V/def2-TZVPD).

```
83
Properties=species:S:1:pos:R:3:forces:R:3
C 4.801135 -2.843246 2.197947 -0.1 1.3 0.0
C 5.058403 -3.668046 0.805223 1.4 0.6 0.3
B 3.830480 -4.652964 0.335078 1.1 -2.4 -0.7
O 4.147204 -6.116969 0.179334 -0.3 3.4 -0.9
O 2.428011 -4.269957 0.087652 0.9 3.4 -2.1
C 2.331772 -3.148809 -0.888568 4.3 -1.4 -2.9
O 3.292053 -3.108270 -1.826540 -6.4 0.3 5.7
C 1.056698 -2.085530 -0.799498 -3.7 2.5 0.8
C 0.366235 -1.372666 -2.145917 -0.6 0.3 2.7
C 0.981507 -1.743402 -3.656214 -0.2 0.6 -0.1
C 0.416818 -3.213141 -4.155228 -1.7 0.3 -0.9
O -0.227632 -3.998968 -3.064611 -0.9 1.2 -1.5
C -0.940971 -0.342485 -1.978768 1.3 -1.6 1.4
C -1.595240 0.312370 -3.371945 0.3 -0.9 0.9
C -0.630705 1.566627 -3.819526 0.0 -0.2 0.2
C -1.330262 3.045957 -3.586189 0.4 -0.2 -0.6
C -0.402375 4.042020 -2.621044 -1.4 0.7 0.0
O 1.032308 4.017039 -3.026123 0.2 0.0 3.2
C 1.894245 4.405083 -1.867827 -0.6 4.9 4.3
C 3.173320 3.433449 -1.488471 0.0 -0.4 -0.5
O 1.648650 5.485333 -1.102011 1.1 -7.4 -5.7
N -1.553380 0.002432 -0.604824 3.6 -2.5 0.3
C -2.734844 0.975472 -0.442003 -1.5 0.4 0.1
C -4.124495 0.069522 -0.453654 0.7 0.6 -0.3
C -5.485605 1.010171 -0.234093 -0.1 -1.2 1.3
C -5.339897 1.979413 1.119797 2.6 5.4 -1.6
O -4.898830 3.243785 0.945263 -3.1 -8.5 1.7
O -5.649120 1.400829 2.446609 2.4 0.4 -2.7
C -0.981772 -0.638405 0.677643 1.9 -1.6 -1.5
C -1.610503 -0.363427 2.190334 0.2 0.5 0.0
C -0.765032 0.836385 2.977453 -0.7 0.6 -0.5
C -1.394207 0.956736 4.486790 -0.2 -0.5 0.7
O -2.271893 2.140110 4.689817 0.2 -1.7 -1.2
C 0.331114 -1.674705 0.650560 -0.6 1.1 -2.8
C 0.892855 -2.285778 2.102799 -0.1 -0.4 -0.7
O 0.098191 -3.529665 2.319675 0.5 2.1 1.6
C -0.071588 -3.812370 3.753014 -0.1 -1.8 0.5
H 4.099978 -1.920920 1.917543 1.3 -2.0 0.9
H 5.786417 -2.344729 2.650849 -2.1 -1.3 -1.2
H 4.331383 -3.466411 3.069693 0.7 1.0 -1.8
H 6.062244 -4.292224 0.972806 -2.3 1.1 -0.5
H 5.317369 -2.876457 -0.043181 -0.6 -1.6 1.8
H 4.937669 -6.219544 -0.429764 -1.2 0.3 1.4
H 2.169201 -1.662715 -3.683380 -2.7 -0.4 0.6
H 0.614178 -0.967124 -4.485557 0.7 -1.5 2.2
H -0.462847 -2.990142 -4.930965 2.1 -0.4 1.5
H 1.198645 -3.859372 -4.739090 -1.3 1.3 1.6
H -1.234341 -3.876656 -3.157290 2.5 -0.3 0.2
H -1.599755 -0.588933 -4.153997 0.1 2.1 1.7
H -2.731173 0.616964 -3.214650 2.5 -0.6 -0.2
H 0.334374 1.504582 -3.142208 -1.8 0.2 -1.7
H -0.347811 1.384590 -4.950504 -0.4 0.6 2.4
H -1.492528 3.549154 -4.648503 0.4 -1.0 2.3
H -2.420209 2.880054 -3.140837 2.4 0.6 -0.7
H -0.812829 5.137254 -2.790121 0.9 -2.3 0.6
H -0.520449 3.754413 -1.473887 0.3 0.6 -2.5
H 3.873608 3.890330 -0.638238 -2.0 -0.6 -2.0
H 3.791986 3.194379 -2.468105 -1.3 0.6 2.0
H 2.805539 2.392046 -1.074004 0.4 2.1 -0.9
H -2.836722 1.736131 -1.324960 0.8 -1.6 1.6
H -2.632107 1.640253 0.544417 0.1 -1.7 -2.2
H -4.153795 -0.438141 -1.532070 -0.2 1.0 2.4
H -4.005413 -0.765865 0.357204 -0.5 1.6 -1.5
H -5.723812 1.628298 -1.209684 0.5 -1.1 2.4
H -6.346447 0.228853 0.029838 1.7 1.9 -0.8
H -4.844746 0.836767 2.709442 -1.7 1.1 -0.6
H -1.620127 -1.348366 2.865096 0.3 2.0 -2.0
H -2.729409 0.006188 2.170761 2.2 -0.8 -0.4
H 0.399484 0.684040 2.938047 -2.4 0.1 0.2
H -0.972373 1.870679 2.423864 0.5 -2.2 1.2
H -0.541924 1.001255 5.309925 -1.9 0.3 -1.9
H -2.030653 -0.016398 4.757221 1.3 1.8 -0.7
H -3.113883 2.066413 4.149111 1.6 0.0 0.9
H 0.802211 -1.514123 2.985022 -0.2 -1.4 -1.9
H 2.027164 -2.597458 2.049265 -2.3 0.8 -0.3
H -0.780822 -4.768969 3.828329 1.5 2.2 -0.4
H 0.964014 -4.164967 4.215095 -2.1 1.1 -0.7
H -0.601699 -2.970123 4.368489 1.3 -1.2 -1.2
B 1.853553 5.518613 2.417408 0.1 0.6 0.1
F 1.719095 6.900441 1.985875 0.1 -1.7 0.5
F 3.005306 4.917063 1.765189 -1.1 0.4 0.6
F 2.036320 5.476739 3.859134 -0.2 -0.1 -1.6
F 0.653490 4.780210 2.059435 1.0 0.4 0.3
```
Positions in Å, forces in eV/Å.

Computed properties:
LUMO level	-3.2	eV
Kohn-Sham gap	6.051	eV

Mulliken population analysis, charges in e, atoms 1 to 4:
1. C -0.784
2. C -0.369
3. B 0.603
4. O -0.605